ORCA calculation (ωB97M-V/def2-TZVPD) on a cluster of 2 separate species, C29H30N4O5 in total.

Each line ends with the Löwdin charge.
CARTESIAN COORDINATES (ANGSTROEM)
C -1.5949 5.0754 0.0560  -0.003
N -1.4436 3.6391 0.1522  -0.034
C -2.5164 2.8196 0.3530  -0.366
O -3.6791 3.1830 0.5168  0.096
C -1.9910 1.3827 0.3681  -0.151
C -2.5844 0.5053 -0.7447  -0.080
C -4.0904 0.3765 -0.6401  -0.238
C -4.9103 0.9042 -1.6417  -0.044
C -6.2978 0.8746 -1.4950  -0.072
C -6.8608 0.2721 -0.3594  -0.081
C -6.0393 -0.2806 0.6298  -0.070
C -4.6497 -0.2417 0.4848  -0.037
N -0.5441 1.5715 0.2367  0.055
C 0.2941 0.5142 0.2397  0.042
C 1.6700 0.6045 0.0778  -0.055
C 2.5583 -0.4656 0.1184  0.087
C 3.9832 -0.2870 -0.0086  -0.166
C 4.5741 0.9994 -0.1482  0.082
C 5.9683 1.1429 -0.2921  -0.140
N 6.5239 2.4504 -0.4494  -0.315
O 7.7664 2.5487 -0.5800  0.067
O 5.7678 3.4503 -0.4542  0.052
C 6.8183 0.0263 -0.2932  0.039
C 6.2523 -1.2380 -0.1403  -0.018
C 4.8766 -1.3983 0.0025  0.046
C -0.1457 2.9808 0.0675  -0.461
C 0.4851 3.2720 -1.3028  0.015
C 0.7725 3.4992 1.1829  0.017
H -2.6574 5.3341 0.0959  0.102
H -1.0770 5.5785 0.8830  0.096
H -1.1717 5.4379 -0.8890  0.093
H -2.2350 0.9361 1.3539  0.174
H -2.3077 0.9486 -1.7164  0.130
H -2.1074 -0.4864 -0.6754  0.125
H -4.4404 1.3700 -2.5131  0.114
H -6.9295 1.3260 -2.2621  0.105
H -7.9460 0.2425 -0.2444  0.103
H -6.4689 -0.7422 1.5237  0.108
H -3.9850 -0.6621 1.2447  0.117
H -0.1658 -0.4676 0.3964  0.163
H 2.0843 1.5957 -0.0948  0.060
H 2.1727 -1.4747 0.2701  0.133
H 3.9746 1.9092 -0.1384  0.110
H 7.8856 0.1811 -0.4138  0.126
H 6.9051 -2.1107 -0.1356  0.127
H 4.4539 -2.3966 0.1306  0.101
H -0.2053 2.9864 -2.1089  0.106
H 0.6992 4.3474 -1.3719  0.094
H 1.4213 2.7249 -1.4333  0.076
H 0.2821 3.3813 2.1585  0.109
H 1.7225 2.9604 1.1980  0.075
H 0.9798 4.5635 1.0068  0.096
C 1.6249 -4.5561 -0.2800  -0.076
N 2.6736 -4.5044 0.5935  -0.449
O 3.8807 -4.5970 0.1879  -0.121
O 2.4434 -4.3163 1.8280  -0.107
C 0.2750 -4.6958 0.1639  -0.223
C -0.1027 -4.5810 1.5251  -0.053
C -1.4428 -4.6312 1.8993  -0.109
C -2.4426 -4.8421 0.9398  -0.134
C -2.0895 -5.0409 -0.4079  -0.123
C -0.7536 -4.9885 -0.7863  -0.070
H 1.8882 -4.7089 -1.3268  0.107
H 0.6875 -4.4528 2.2548  0.073
H -1.6924 -4.4942 2.9527  0.093
H -3.4930 -4.8594 1.2337  0.084
H -2.8609 -5.2261 -1.1604  0.093
H -0.4432 -5.1698 -1.8183  0.099

E	-46749.924	eV
highest occupied orbital energy	-5.962	eV
orbital gap	3.09	eV
largest force on an atom	3.55	eV/Å
relative energy (zero: lowest compared OMol25 entry of this formula, charge and spin)	1133.0	kJ/mol

***

ORCA calculation (ωB97M-V/def2-TZVPD) on a structure of composition C29H30N6O3PPbS5Sb.

Each line ends with the Löwdin charge.
CARTESIAN COORDINATES (ANGSTROEM)
Pb -0.9759 0.8362 0.5290  0.708
N -5.5055 0.9814 3.6135  0.082
C -4.9174 -0.1429 3.0200  -0.359
C -4.7976 -0.2124 1.6295  -0.084
C -4.1101 -1.2493 1.0316  -0.074
C -3.5686 -2.2657 1.8126  -0.290
C -3.7631 -2.2561 3.1858  -0.073
C -4.4389 -1.2042 3.7856  -0.034
S -2.3282 -3.3328 1.1348  0.567
O -2.2807 -4.5178 1.9596  -0.336
O -2.6441 -3.5686 -0.2675  -0.351
N -1.0714 -2.3740 1.1726  -0.116
C -0.5984 -1.9384 2.3683  -0.520
N -0.3374 -2.7775 3.3887  0.135
C 0.1180 -2.2464 4.5129  -0.149
C 0.3632 -0.8954 4.6834  -0.054
C 0.1094 -0.0951 3.5847  -0.160
N -0.3654 -0.6031 2.4539  -0.013
H -5.2537 1.8198 3.1010  0.044
H -5.1936 1.1013 4.5675  0.081
H -5.1802 0.6027 1.0269  0.106
H -3.9525 -1.2454 -0.0405  0.097
H -3.3334 -3.0511 3.7817  0.105
H -4.5384 -1.1705 4.8653  0.104
H 0.3032 -2.9505 5.3217  0.098
H 0.7203 -0.4705 5.6097  0.095
H 0.2783 0.9767 3.6197  -0.003
S -1.1559 5.8819 1.9582  -0.289
Sb -0.8596 3.7375 2.6629  -0.201
S -2.6527 2.3295 1.9074  -0.174
S 0.8251 2.5554 1.4168  -0.117
S -0.4759 3.3456 4.8775  -0.294
N 2.3608 1.8046 -2.2907  -0.142
P 1.8135 0.1822 -2.3111  1.050
C 3.1771 -0.5069 -3.3452  -0.348
C 4.1928 -1.3342 -2.8786  -0.083
C 5.1531 -1.8367 -3.7505  -0.099
C 5.1141 -1.5141 -5.0970  -0.114
C 4.1034 -0.6869 -5.5753  -0.105
C 3.1425 -0.1964 -4.7078  -0.115
C 2.2839 -0.4791 -0.6641  -0.418
C 1.8344 -1.7586 -0.3374  -0.128
C 2.1454 -2.3259 0.8890  -0.097
C 2.8791 -1.6021 1.8185  -0.093
C 3.2950 -0.3116 1.5204  -0.090
C 3.0042 0.2445 0.2830  -0.143
C 1.5012 2.8750 -2.0099  -0.439
C 2.0226 4.0952 -1.5733  -0.062
C 1.1440 5.1051 -1.2467  -0.093
C -0.2217 4.8966 -1.3898  -0.113
C -0.6286 3.6671 -1.8637  -0.174
N 0.2021 2.6696 -2.1743  0.073
H 3.3333 1.9841 -2.0904  0.093
H 4.2330 -1.5928 -1.8277  0.097
H 5.9356 -2.4817 -3.3691  0.096
H 5.8627 -1.9064 -5.7747  0.091
H 4.0605 -0.4336 -6.6278  0.094
H 2.3488 0.4409 -5.0830  0.098
H 1.2069 -2.3083 -1.0315  0.105
H 1.7558 -3.3039 1.1403  0.106
H 3.0790 -2.0258 2.7953  0.100
H 3.8121 0.2819 2.2639  0.104
H 3.2965 1.2675 0.0809  0.079
H 3.0905 4.2096 -1.4291  0.102
H 1.5115 6.0358 -0.8341  0.106
H -0.9437 5.6299 -1.0661  0.067
H -1.6863 3.4489 -1.9784  0.106
C -1.8987 -0.0133 -3.5169  -0.109
C -1.7731 -1.3415 -2.8004  -0.359
O -3.0288 -1.6826 -2.2513  -0.113
H -0.9617 0.2495 -4.0096  0.045
H -2.1302 0.7788 -2.8040  0.050
H -2.6970 -0.0624 -4.2613  0.067
H -1.0174 -1.2583 -2.0103  0.056
H -1.4319 -2.1194 -3.4998  0.108
H -2.8950 -2.3847 -1.5850  0.018

E	-120900.303	eV
highest occupied orbital energy	-2.432	eV
orbital gap	6.28	eV
largest force on an atom	0.17	eV/Å
charge	-2
relative energy (zero: lowest compared OMol25 entry of this formula, charge and spin)	30.8	kJ/mol

***

ORCA calculation (ωB97M-V/def2-TZVPD) on a structure of composition C29H30N6O8PSiTl.

Each line ends with the Löwdin charge.
CARTESIAN COORDINATES (ANGSTROEM)
Tl 0.5908 -1.4002 1.4010  0.601
C 4.3627 -0.3145 1.0366  -0.291
Si 3.0455 -1.1711 -0.0699  0.392
C 3.7719 -2.9272 -0.2888  -0.266
C 3.3497 -0.3873 -1.7926  -0.321
C 2.6251 -0.8662 -2.8941  -0.120
C 2.7333 -0.2809 -4.1470  -0.108
C 3.5661 0.8176 -4.3377  -0.132
C 4.2928 1.3121 -3.2634  -0.127
C 4.1856 0.7120 -2.0123  -0.127
H 5.3708 -0.4010 0.6122  0.009
H 4.3758 -0.7914 2.0218  0.006
H 4.1420 0.7439 1.2022  0.002
H 4.8302 -2.9017 -0.5728  0.009
H 3.2140 -3.4710 -1.0547  0.006
H 3.6681 -3.5013 0.6372  0.011
H 1.9251 -1.6857 -2.7537  0.088
H 2.1451 -0.6661 -4.9722  0.095
H 3.6397 1.2875 -5.3121  0.083
H 4.9419 2.1717 -3.3971  0.085
H 4.7554 1.1243 -1.1857  0.080
O -4.6005 -0.2332 0.9060  -0.027
C -3.4421 0.0135 1.2745  -0.675
O -2.3388 -0.3023 0.7863  -0.131
C -3.3408 0.8083 2.6068  -0.074
C -2.0979 1.1533 3.1224  0.049
C -2.0302 1.9198 4.2749  -0.120
C -3.1544 2.3274 4.9666  0.064
C -4.3754 1.9533 4.4377  -0.128
C -4.4889 1.2118 3.2708  0.075
N -5.5903 2.3798 5.1449  -0.355
O -6.6665 2.0333 4.6969  0.068
O -5.4591 3.0063 6.1853  0.047
N -0.7174 2.3523 4.7734  -0.343
O 0.2399 2.2292 4.0317  0.075
O -0.6629 2.8282 5.9021  0.047
H -1.2069 0.8087 2.6127  0.060
H -3.0820 2.9165 5.8657  0.122
H -5.4475 0.9401 2.8523  0.126
C 0.3920 3.8596 -2.6081  -0.212
N -0.3423 2.6085 -2.5013  -0.148
C -1.6365 2.8704 -1.8784  -0.193
N -1.5422 3.5511 -0.5891  -0.148
C -0.7747 4.7740 -0.7632  -0.220
N 0.5550 4.5822 -1.3437  -0.162
C 1.4182 3.8312 -0.4210  -0.350
P 0.8094 2.1191 0.0127  1.008
C 0.4271 1.6136 -1.7422  -0.316
C -0.9279 2.6699 0.4122  -0.338
H -0.1520 4.5169 -3.2948  0.115
H 1.3798 3.6539 -3.0278  0.119
H -2.1653 1.9262 -1.7401  0.132
H -2.2161 3.5069 -2.5553  0.117
H -0.6681 5.2683 0.2062  0.118
H -1.3362 5.4347 -1.4323  0.115
H 1.5229 4.4050 0.5052  0.074
H 2.4157 3.7511 -0.8637  0.074
H -0.1246 0.6700 -1.7165  0.100
H 1.3608 1.4169 -2.2700  0.059
H -0.9080 3.1927 1.3742  0.079
H -1.5469 1.7773 0.5297  0.052
O -0.2733 -3.0820 -2.3066  0.046
C -0.2386 -3.7827 -1.3108  -0.450
N 0.3413 -3.4918 -0.1066  0.024
C 0.2247 -4.5571 0.7321  -0.508
O 0.6434 -4.6264 1.8796  -0.013
C -0.5117 -5.6706 0.0188  -0.090
C -0.8746 -6.9415 0.4095  -0.021
C -1.5604 -7.7296 -0.5146  -0.104
C -1.8603 -7.2437 -1.7839  -0.103
C -1.4816 -5.9570 -2.1659  -0.019
C -0.8080 -5.1894 -1.2407  -0.088
H -0.6360 -7.3045 1.4016  0.109
H -1.8680 -8.7334 -0.2446  0.087
H -2.3979 -7.8772 -2.4802  0.088
H -1.7091 -5.5623 -3.1484  0.111

E	-77738.412	eV
highest occupied orbital energy	-1.079	eV
orbital gap	4.48	eV
largest force on an atom	0.55	eV/Å
charge	-2
relative energy (zero: lowest compared OMol25 entry of this formula, charge and spin)	22.7	kJ/mol